74
Properties=species:S:1:pos:R:3 method="wB97M-V/def2-TZVPD" max_force_ev_per_a=3.05 gap_ha="0.1136 / 0.1853" mol_weight_g_mol=713.920 lumo_ev="-3.7 / -1.2" e_homo_ev="-6.76 / -6.24" spin_multiplicity=1 total_charge=0
C 1.5003 3.8343 -0.7827
C 2.6229 0.2010 -3.4552
H 0.9458 4.4769 -1.4139
H 2.4626 3.4974 -1.1811
H 1.2578 3.4716 0.2002
H 2.3027 0.0864 -4.4826
H 3.2651 1.0051 -3.1973
H 3.0930 -0.5466 -2.8970
C -2.8082 1.5680 -3.2050
C -4.0574 1.2936 -3.7603
C -4.1971 0.0764 -4.4722
C -3.0992 -0.7793 -4.5585
H -2.6718 2.5045 -2.6458
H -4.8996 1.9932 -3.6450
H -5.1590 -0.1944 -4.9469
H -3.1742 -1.7231 -5.0906
N -1.7561 0.7580 -3.2933
C -1.8819 -0.4209 -3.9360
C -0.7418 -1.3834 -3.9502
N 0.4128 -1.0399 -3.3551
C 1.3623 -1.9479 -3.2231
C 0.2411 -3.5797 -4.4360
C 1.4212 -3.1893 -3.8026
H 2.2749 -1.8254 -2.6406
H 2.3549 -3.7647 -3.6889
C -0.8336 -2.6852 -4.4778
H -1.7659 -2.9914 -4.9047
H 0.1963 -4.6024 -4.8573
Ba 1.1328 1.6485 -2.1413
I -1.8448 4.4779 -1.0178
C -0.6552 -2.9337 0.7093
C -1.2818 -1.8599 1.5968
C -2.2995 -1.0518 0.7844
C -1.9736 -2.4933 2.7949
O -0.2353 -1.0316 2.1830
Si 0.4302 0.2843 1.3902
O 0.6174 0.0777 -0.1608
O -0.5905 1.5608 1.7509
C -0.9692 2.1534 3.0278
C -1.8073 3.3899 2.7081
C -1.7776 1.1672 3.8598
C 0.2634 2.5644 3.8188
O 1.8157 0.6263 2.2333
C 3.0862 -0.0826 2.1571
C 3.6544 0.0100 0.7462
C 4.0486 0.5952 3.1318
C 2.8827 -1.5460 2.5511
H -1.4506 -3.5898 0.3271
H 0.0443 -3.5456 1.2949
H -0.1232 -2.4837 -0.1405
H -3.0801 -1.7435 0.4314
H -2.7852 -0.2888 1.4083
H -1.8440 -0.5714 -0.0925
H -1.2438 -3.0594 3.3819
H -2.4061 -1.7129 3.4303
H -2.7706 -3.1662 2.4677
H -2.7478 3.1101 2.2177
H -2.0459 3.9296 3.6331
H -1.2810 4.0676 2.0247
H -1.1959 0.2636 4.0755
H -2.0484 1.6324 4.8167
H -2.7074 0.8853 3.3485
H 0.8414 1.6931 4.1416
H 0.9053 3.2244 3.2268
H -0.0513 3.1109 4.7168
H 3.7188 1.0531 0.4013
H 4.6679 -0.4192 0.7286
H 3.0208 -0.5486 0.0376
H 3.7086 0.4770 4.1728
H 5.0467 0.1424 3.0572
H 4.1517 1.6642 2.9132
H 2.5029 -1.6375 3.5801
H 2.1699 -2.0535 1.8825
H 3.8380 -2.0830 2.4928